[1]
{
  "formula": "C7H13ClO3SYb",
  "method": "wB97M-V/def2-TZVPD",
  "species": ["C", "C", "Cl", "C", "O", "C", "O", "O", "C", "C", "C", "S", "H", "H", "H", "H", "H", "H", "H", "H", "H", "H", "H", "H", "H", "Yb"],
  "positions_angstrom": [[3.01970, -0.92477, 1.42774], [2.94551, -0.29054, -0.11841], [4.39848, 0.79724, -0.49158], [1.49744, 0.49736, -0.19350], [1.39269, 1.48150, -1.28154], [-0.07222, 1.80075, -1.33409], [-0.55630, 2.07545, -2.56594], [-0.90609, 1.86657, -0.12403], [-2.10946, 1.02664, -0.22382], [-2.07623, -0.32703, 0.72579], [-3.50982, -1.12325, 0.39967], [-3.28603, -2.68536, -0.60953], [2.10072, -0.56702, 2.09234], [2.94565, -2.11118, 1.38900], [3.98504, -0.58199, 2.00414], [2.87122, -1.22307, -0.82814], [0.68085, -0.32304, -0.37628], [1.38432, 1.06768, 0.83678], [-3.01703, 1.69118, 0.16358], [-2.37817, 0.66655, -1.30406], [-1.17745, -1.04529, 0.50548], [-2.14289, -0.04317, 1.87732], [-4.19423, -0.39524, -0.25214], [-4.13569, -1.34074, 1.37789], [-1.96578, -2.85267, -1.05629], [4.30577, 2.86346, -2.04038]],
  "forces_ev_per_a": [[-0.065, -0.077, 0.512], [-3.669, -2.304, 1.309], [-0.187, -0.738, 0.371], [1.154, -0.277, 1.488], [-2.984, -0.135, 1.646], [-3.926, 2.187, -6.380], [3.629, -1.939, 8.606], [3.385, -1.198, -3.666], [-2.777, -1.493, 0.579], [-1.208, 0.305, 0.401], [0.223, 1.791, -0.079], [0.068, -0.155, 0.021], [1.915, -0.556, -1.676], [0.431, 2.688, -0.095], [-1.832, -0.831, -1.297], [0.985, 2.279, 0.844], [1.690, 1.458, 0.701], [-0.078, -1.338, -2.184], [2.172, -1.307, -0.886], [0.909, 1.040, 1.851], [-1.694, 1.470, 0.482], [0.592, -0.489, -2.531], [1.483, -1.579, 1.375], [1.603, 0.139, -2.044], [-1.038, 0.977, 0.884], [-0.782, 0.082, -0.231]],
  "homo_lumo_gap_ev": 3.119,
  "e_homo_ev": -13.1,
  "total_charge": 2,
  "largest_force_ev_per_a": 9.5
}

---

[2]
{
  "formula": "C16H18N5O2RuS",
  "method": "wB97M-V/def2-TZVPD",
  "species": ["Ru", "N", "C", "C", "C", "O", "O", "H", "H", "H", "H", "H", "H", "N", "C", "S", "N", "C", "C", "C", "C", "C", "C", "H", "H", "H", "H", "H", "H", "H", "H", "N", "C", "C", "C", "C", "C", "N", "C", "H", "H", "H", "H"],
  "positions_angstrom": [[-0.01570, -1.09877, 1.19269], [2.05346, -1.83536, 1.09315], [2.66775, -2.31385, 2.37673], [2.09934, -1.61037, 3.59599], [0.68716, -2.24173, 3.88255], [0.55035, -2.89691, 4.86870], [-0.18433, -1.99108, 2.92504], [2.09504, -2.58955, 0.41671], [2.63378, -1.09435, 0.71196], [3.74387, -2.14842, 2.34996], [2.51993, -3.38959, 2.45523], [1.92934, -0.54627, 3.43033], [2.71262, -1.75677, 4.48008], [-1.79790, 1.30341, -1.34109], [-0.50560, 1.27481, -1.54510], [0.56745, 0.49334, -0.43830], [-0.05011, 1.85760, -2.69840], [1.22804, 2.21631, -3.08085], [2.19100, 2.71071, -2.13267], [3.42202, 3.08720, -2.57021], [3.72181, 3.01542, -3.95065], [2.75540, 2.53656, -4.89194], [1.51589, 2.17662, -4.47002], [-2.17987, 0.88263, -0.50713], [-2.44319, 1.81318, -1.93365], [-0.75508, 2.06091, -3.40181], [1.90316, 2.87045, -1.10285], [4.14565, 3.50170, -1.88166], [4.68338, 3.36668, -4.30850], [3.02029, 2.45214, -5.93794], [0.77288, 1.81999, -5.17447], [-5.85378, 0.62579, 3.69307], [-5.14584, 0.07042, 2.97708], [-4.26531, -0.62550, 2.08126], [-4.74697, -1.61272, 1.22443], [-3.86027, -2.28283, 0.39025], [-2.53138, -1.92540, 0.42998], [-2.07434, -0.94710, 1.23966], [-2.91261, -0.31647, 2.06649], [-5.80252, -1.85291, 1.21738], [-4.20008, -3.06953, -0.26849], [-1.79512, -2.42422, -0.18828], [-2.49965, 0.43382, 2.72529]],
  "forces_ev_per_a": [[0.639, 0.255, -0.229], [-0.073, 0.468, 0.425], [-0.219, -0.062, -0.271], [0.351, -0.323, 0.430], [-1.191, 1.251, -2.828], [0.086, -0.400, 0.845], [0.450, -0.997, 2.052], [0.031, -0.095, -0.122], [0.166, -0.022, -0.034], [0.069, 0.055, 0.061], [0.026, -0.056, -0.021], [-0.168, 0.062, 0.126], [0.160, 0.027, -0.051], [-0.274, 0.130, -0.152], [0.025, -0.222, 0.784], [0.386, 0.102, -0.694], [0.132, 0.217, -0.201], [-0.027, 0.115, 0.426], [-0.227, -0.155, -0.069], [0.012, 0.071, -0.172], [-0.144, -0.084, -0.164], [0.329, 0.097, 0.090], [-0.019, 0.026, -0.023], [0.032, -0.089, 0.034], [0.012, -0.020, -0.012], [-0.027, -0.214, -0.030], [-0.024, -0.131, -0.017], [0.015, 0.012, -0.029], [-0.023, -0.064, -0.005], [0.030, 0.086, 0.010], [0.004, -0.015, 0.058], [0.220, -0.124, -0.196], [-0.161, 0.135, 0.173], [-0.191, -0.024, -0.012], [-0.049, -0.047, -0.031], [-0.087, 0.019, 0.098], [-0.423, 0.198, 0.168], [-0.033, -0.122, -0.239], [0.118, -0.039, -0.065], [0.006, -0.012, 0.030], [0.015, 0.002, -0.003], [0.023, -0.056, -0.164], [0.024, 0.045, 0.025]],
  "s2": 6.0356,
  "homo_lumo_gap_ev": [8.512, 5.020],
  "multiplicity": 5,
  "de_lowest_kj_mol": 110.3,
  "e_homo_ev": [-18.1, -18.0],
  "total_charge": 3,
  "largest_force_ev_per_a": 3.3
}

---

[3]
{
  "formula": "C4H10OS2",
  "method": "wB97M-V/def2-TZVPD",
  "species": ["C", "C", "O", "C", "S", "S", "C", "H", "H", "H", "H", "H", "H", "H", "H", "H", "H"],
  "positions_angstrom": [[-1.20193, 1.06291, 0.43768], [-0.48664, 2.24311, 0.09718], [-0.74988, 3.17425, 2.86481], [-2.52275, 0.75989, 0.28905], [1.34719, -1.71511, -0.10261], [2.58679, -2.16804, -1.54479], [2.30810, -3.93926, -1.81219], [-3.11079, 1.51272, -0.22605], [-0.54279, 0.29591, 0.83453], [0.57767, 2.05082, 0.19940], [-0.77475, 2.94251, -0.67590], [-0.68548, 2.70375, 2.02177], [-0.58724, 4.10874, 2.72608], [-2.88094, -0.22950, 0.52724], [1.38120, -4.09120, -2.37466], [2.15428, -4.48760, -0.88336], [3.18797, -4.22391, -2.37817]],
  "forces_ev_per_a": [[0.484, 0.354, -0.223], [0.257, -1.996, -0.879], [-0.061, -0.380, 0.528], [0.623, 0.579, -0.660], [1.726, -0.208, -1.874], [-2.316, -0.118, 2.303], [-0.080, 0.307, -0.181], [-0.497, -0.322, 0.300], [-0.176, -0.081, 0.500], [0.090, 0.744, 0.093], [-0.411, 0.308, 0.446], [-0.021, 0.590, 0.149], [0.043, 0.016, -0.289], [-0.325, 0.156, 0.038], [0.215, 0.311, -0.314], [0.455, 0.239, 0.151], [-0.006, -0.500, -0.088]],
  "s2": 0.7872,
  "homo_lumo_gap_ev": [2.111, 4.116],
  "multiplicity": 2,
  "de_lowest_kj_mol": 313.6,
  "e_homo_ev": [-11.1, -13.1],
  "total_charge": 1,
  "largest_force_ev_per_a": 3.3
}